Computed, not measured: the molecule C3H4O3S in a non-equilibrium geometry, with the ωB97M-V functional and the def2-TZVPD basis.

Each line ends with the natural charge from an NBO analysis.
Element x y z (Å)
O 2.055 1.599 1.206  -0.549
C 1.189 0.963 0.709  0.633
O -0.024 0.788 1.280  -0.505
C -0.922 -0.131 0.799  0.217
O -1.166 -0.005 -0.582  -0.503
C -0.039 -0.549 -1.290  -0.222
S 1.557 0.339 -0.908  0.177
H -0.590 -1.106 1.075  0.149
H -1.851 0.083 1.270  0.189
H -0.288 -0.319 -2.385  0.222
H 0.080 -1.663 -1.174  0.194

Atoms 1-3, force components in eV/Å:
0.22 0.54 0.90
-0.09 -0.33 -0.68
1.42 1.39 0.50

Values from the calculation:
Energy relative to the best compared isomer or geometry (same formula, charge and spin): 156.67 kJ/mol
SMILES string: O=C1OCOCS1
Highest occupied orbital energy: -9.960 eV
LUMO level: 0.5411 eV